Arrangement i

3 unconnected molecules or ions with the total composition C4H13N2. Source: the Open Molecules 2025 dataset; level of theory: the ωB97M-V functional and the def2-TZVPD basis.

Calculated values
Spin multiplicity: 2
M: 89.2 g/mol
<S²>: 0.757
HOMO level (spin up / spin down): -8.53 / -8.60 eV
HOMO-LUMO gap (spin up / spin down): 9.760 / 7.783 eV

Geometry (Å):
C: -1.648 -0.028 -0.892
N: -2.364 1.199 -0.557
C: -0.701 -0.437 0.205
N: 1.625 1.349 0.766
C: 1.430 -1.414 0.896
C: 0.339 -1.216 -0.133
H: -1.107 0.078 -1.833
H: -2.377 -0.840 -1.063
H: -2.894 1.583 -1.343
H: -2.911 1.157 0.284
H: -0.974 -0.167 1.218
H: 1.026 0.983 -0.066
H: 1.260 2.194 1.191
H: 2.546 1.676 0.474
H: 1.431 -0.817 1.811
H: 2.463 -1.311 0.558
H: 1.293 -2.471 1.242
H: 1.191 0.336 -1.738
H: 0.372 -1.855 -1.019

Here are the natural (NBO) charges for atoms 1 to 8, given in e: atom 1 (C): -0.26, atom 2 (N): -0.85, atom 3 (C): -0.19, atom 4 (N): -1.11, atom 5 (C): -0.66, atom 6 (C): -0.20, atom 7 (H): 0.20, atom 8 (H): 0.16

Arrangement ii

2 unconnected molecules or ions with the total composition C4H13N2. Source: the Open Molecules 2025 dataset; level of theory: the ωB97M-V functional and the def2-TZVPD basis.

Calculated values
Spin multiplicity: 2
M: 89.2 g/mol
<S²>: 0.754
HOMO level (spin up / spin down): -8.16 / -9.10 eV
HOMO-LUMO gap (spin up / spin down): 9.214 / 9.333 eV

Geometry (Å):
C: 2.449 0.168 -0.291
C: 1.054 -0.390 -0.606
C: 0.109 -0.412 0.588
C: -0.447 0.873 1.154
N: -1.156 1.744 0.191
N: -2.315 -1.170 -0.612
H: 2.427 1.197 0.075
H: 3.138 0.122 -1.141
H: 2.855 -0.467 0.541
H: 1.114 -1.399 -1.051
H: 0.596 0.190 -1.438
H: 0.393 -1.206 1.336
H: -1.115 0.651 1.964
H: 0.282 1.576 1.581
H: -0.613 1.721 -0.666
H: -1.783 -1.707 -1.310
H: -2.071 1.320 -0.087
H: -1.678 -1.180 0.151
H: -3.239 -1.629 -0.379

Here are the natural (NBO) charges for atoms 1 to 8, given in e: atom 1 (C): -0.60, atom 2 (C): -0.48, atom 3 (C): -0.10, atom 4 (C): -0.31, atom 5 (N): -0.83, atom 6 (N): -1.09, atom 7 (H): 0.21, atom 8 (H): 0.22

Which of them is least stable? Easy: arrangement i.

Arrangement i

2 unconnected molecules or ions with the total composition H2N2O2. Source: the Open Molecules 2025 dataset; level of theory: the ωB97M-V functional and the def2-TZVPD basis.

Calculated values
M: 62.0 g/mol
HOMO level (spin up / spin down): 3.29 / 3.34 eV
Charge: -2
HOMO-LUMO gap (spin up / spin down): 4.990 / 4.960 eV

Geometry (Å):
N: -1.094 -0.211 0.104
N: 1.477 -0.243 0.138
O: -2.201 0.083 -0.608
O: 2.595 0.126 -0.521
H: -1.376 0.099 1.094
H: 0.599 0.147 -0.206

What are the natural (NBO) partial charges on each atom? They are as follows, in elementary charge units: atom 1 (N): -0.43, atom 2 (N): -0.53, atom 3 (O): -0.73, atom 4 (O): -0.77, atom 5 (H): 0.17, atom 6 (H): 0.29

Arrangement ii

3 unconnected molecules or ions with the total composition H2N2O2. Source: the Open Molecules 2025 dataset; level of theory: the ωB97M-V functional and the def2-TZVPD basis.

Calculated values
M: 62.0 g/mol
HOMO level (spin up / spin down): 1.81 / 1.81 eV
Charge: -2
HOMO-LUMO gap (spin up / spin down): 3.699 / 3.708 eV

Geometry (Å):
N: 0.645 1.518 -0.289
N: 1.540 0.777 -0.317
O: -0.584 1.552 -0.229
O: 2.756 0.906 -0.157
H: 1.113 3.561 -0.338
H: -5.469 -8.314 1.330

What are the natural (NBO) partial charges on each atom? They are as follows, in elementary charge units: atom 1 (N): 0.33, atom 2 (N): 0.17, atom 3 (O): -0.49, atom 4 (O): -0.54, atom 5 (H): -0.48, atom 6 (H): -1.00

Which of them is least stable? Easy: arrangement ii.

Arrangement i

2 unconnected molecules or ions with the total composition C3H10O. Source: the Open Molecules 2025 dataset; level of theory: the ωB97M-V functional and the def2-TZVPD basis.

Calculated values
M: 62.1 g/mol
HOMO level: -10.33 eV
SMILES: CCO.C
HOMO-LUMO gap: 11.220 eV

Geometry (Å):
C: -0.755 1.891 -0.020
C: -0.264 1.160 -1.296
O: -0.762 1.888 -2.491
H: 0.102 2.442 0.373
H: -1.187 1.156 0.647
H: -1.538 2.606 -0.376
H: 0.816 0.995 -1.218
H: -0.720 0.153 -1.255
H: 0.046 2.288 -2.828
C: 0.879 -2.898 1.703
H: 0.960 -2.338 0.702
H: 1.797 -3.485 1.849
H: 0.610 -2.233 2.532
H: 0.014 -3.625 1.677

Here are the natural (NBO) charges for atoms 1 to 8, given in e: atom 1 (C): -0.64, atom 2 (C): -0.08, atom 3 (O): -0.72, atom 4 (H): 0.20, atom 5 (H): 0.21, atom 6 (H): 0.23, atom 7 (H): 0.17, atom 8 (H): 0.17

Arrangement ii

2 unconnected molecules or ions with the total composition C3H10O. Source: the Open Molecules 2025 dataset; level of theory: the ωB97M-V functional and the def2-TZVPD basis.

Calculated values
M: 62.1 g/mol
HOMO level: -10.52 eV
SMILES: CC.CO
HOMO-LUMO gap: 11.452 eV

Geometry (Å):
C: 0.475 -1.626 -0.437
C: 0.832 -1.186 -1.851
H: -0.599 -1.637 -0.241
H: 0.836 -2.640 -0.262
H: 0.877 -0.972 0.335
H: 1.908 -1.147 -2.008
H: 0.404 -0.234 -2.162
H: 0.430 -1.914 -2.563
C: -1.225 1.883 1.701
O: -0.090 1.426 0.940
H: -1.272 2.974 1.613
H: -2.067 1.510 1.123
H: -1.202 1.576 2.743
H: 0.692 1.986 1.069

Here are the natural (NBO) charges for atoms 1 to 8, given in e: atom 1 (C): -0.61, atom 2 (C): -0.61, atom 3 (H): 0.20, atom 4 (H): 0.19, atom 5 (H): 0.21, atom 6 (H): 0.20, atom 7 (H): 0.20, atom 8 (H): 0.20

Arrangement iii

2 unconnected molecules or ions with the total composition C3H10O. Source: the Open Molecules 2025 dataset; level of theory: the ωB97M-V functional and the def2-TZVPD basis.

Calculated values
M: 62.1 g/mol
HOMO level: -10.33 eV
SMILES: CC.CO
HOMO-LUMO gap: 11.216 eV

Geometry (Å):
C: -0.633 -1.379 -2.438
C: 0.523 -1.528 -1.400
H: -0.536 -0.464 -3.019
H: -0.489 -2.185 -3.164
H: -1.621 -1.490 -2.004
H: 1.338 -0.868 -1.674
H: 0.693 -2.598 -1.302
H: 0.116 -1.243 -0.428
C: -0.045 0.818 1.953
O: 0.195 2.217 1.907
H: -0.991 0.800 2.510
H: -0.229 0.233 1.060
H: 0.571 0.266 2.670
H: 0.585 2.514 1.103

Here are the natural (NBO) charges for atoms 1 to 8, given in e: atom 1 (C): -0.61, atom 2 (C): -0.61, atom 3 (H): 0.20, atom 4 (H): 0.20, atom 5 (H): 0.20, atom 6 (H): 0.21, atom 7 (H): 0.21, atom 8 (H): 0.19

Arrangement iv

2 unconnected molecules or ions with the total composition C3H10O. Source: the Open Molecules 2025 dataset; level of theory: the ωB97M-V functional and the def2-TZVPD basis.

Calculated values
M: 62.1 g/mol
HOMO level: -10.27 eV
SMILES: CC.CO
HOMO-LUMO gap: 11.203 eV

Geometry (Å):
C: -3.195 -4.078 -0.655
C: -3.562 -2.615 -0.849
H: -3.368 -4.507 0.524
H: -2.131 -4.350 -0.833
H: -3.838 -4.776 -1.481
H: -3.002 -1.842 -0.362
H: -3.622 -2.356 -1.895
H: -4.584 -2.248 -0.626
C: 4.424 4.722 1.311
O: 5.437 4.328 0.470
H: 3.839 5.388 0.771
H: 3.708 3.905 1.430
H: 4.797 4.934 2.275
H: 5.097 3.496 -0.079

Here are the natural (NBO) charges for atoms 1 to 8, given in e: atom 1 (C): -0.61, atom 2 (C): -0.64, atom 3 (H): 0.20, atom 4 (H): 0.21, atom 5 (H): 0.21, atom 6 (H): 0.21, atom 7 (H): 0.21, atom 8 (H): 0.21

Which of them is least stable? Easy: arrangement iv.

Arrangement i

2 unconnected molecules or ions with the total composition C3H10O. Source: the Open Molecules 2025 dataset; level of theory: the ωB97M-V functional and the def2-TZVPD basis.

Calculated values
M: 62.1 g/mol
HOMO level: -10.24 eV
SMILES: CC.CO
HOMO-LUMO gap: 11.187 eV

Geometry (Å):
C: 1.574 0.959 0.328
C: 1.881 -0.505 0.135
H: 2.424 1.597 0.559
H: 0.968 1.429 -0.443
H: 0.942 1.097 1.208
H: 2.708 -0.907 0.724
H: 2.240 -0.698 -0.869
H: 1.023 -1.137 0.354
C: -2.550 -0.261 -0.615
O: -1.728 -0.028 0.537
H: -2.958 -1.264 -0.653
H: -1.951 -0.080 -1.516
H: -3.165 0.639 -0.649
H: -1.409 -0.842 0.900

Here are the natural (NBO) charges for atoms 1 to 8, given in e: atom 1 (C): -0.62, atom 2 (C): -0.61, atom 3 (H): 0.20, atom 4 (H): 0.21, atom 5 (H): 0.21, atom 6 (H): 0.20, atom 7 (H): 0.20, atom 8 (H): 0.19

Arrangement ii

2 unconnected molecules or ions with the total composition C3H10O. Source: the Open Molecules 2025 dataset; level of theory: the ωB97M-V functional and the def2-TZVPD basis.

Calculated values
M: 62.1 g/mol
HOMO level: -10.19 eV
SMILES: CCO.C
HOMO-LUMO gap: 11.254 eV

Geometry (Å):
C: 3.096 2.327 2.243
C: 1.924 2.440 1.163
O: 1.607 1.160 0.638
H: 4.022 2.132 1.675
H: 3.141 3.295 2.790
H: 2.925 1.484 2.879
H: 2.326 3.178 0.427
H: 1.005 2.922 1.493
H: 2.420 0.648 0.623
C: -4.449 -3.891 -2.813
H: -4.987 -3.987 -1.824
H: -4.058 -4.882 -2.913
H: -3.667 -3.151 -2.963
H: -5.303 -3.675 -3.418

Here are the natural (NBO) charges for atoms 1 to 8, given in e: atom 1 (C): -0.64, atom 2 (C): -0.05, atom 3 (O): -0.71, atom 4 (H): 0.20, atom 5 (H): 0.22, atom 6 (H): 0.21, atom 7 (H): 0.14, atom 8 (H): 0.18

Which of them is least stable? Easy: arrangement i.

Arrangement i

2 unconnected molecules or ions with the total composition H4NO2P2. Source: the Open Molecules 2025 dataset; level of theory: the ωB97M-V functional and the def2-TZVPD basis.

Calculated values
M: 112.0 g/mol
HOMO level: -4.60 eV
Charge: -1
HOMO-LUMO gap: 8.568 eV

Geometry (Å):
N: 0.820 -0.450 -1.195
O: -1.471 -1.082 -0.454
O: -1.190 1.111 -1.804
P: -0.040 0.946 1.223
P: -0.716 0.148 -0.786
H: 1.032 -1.442 -0.856
H: 1.489 0.228 -1.666
H: -0.814 -0.133 1.585
H: -1.720 2.057 1.580

Here are the natural (NBO) charges for atoms 1 to 8, given in e: atom 1 (N): -1.29, atom 2 (O): -1.19, atom 3 (O): -1.16, atom 4 (P): -0.17, atom 5 (P): 2.12, atom 6 (H): 0.41, atom 7 (H): 0.40, atom 8 (H): 0.01

Arrangement ii

A molecular structure, H4NO2P2. Source: the Open Molecules 2025 dataset; level of theory: the ωB97M-V functional and the def2-TZVPD basis.

Calculated values
M: 112.0 g/mol
HOMO level: -3.70 eV
Charge: -1
HOMO-LUMO gap: 7.864 eV

Geometry (Å):
N: -0.163 -1.873 -0.961
O: -0.060 2.067 -0.921
O: 1.641 -0.293 -0.159
P: -0.757 -0.473 1.812
P: 0.224 -0.791 0.033
H: -1.107 -2.074 -0.894
H: 0.916 1.613 -0.247
H: -0.879 1.453 -1.019
H: 0.185 0.371 2.355

Here are the natural (NBO) charges for atoms 1 to 8, given in e: atom 1 (N): -1.29, atom 2 (O): -1.05, atom 3 (O): -1.13, atom 4 (P): -0.57, atom 5 (P): 1.69, atom 6 (H): 0.35, atom 7 (H): 0.54, atom 8 (H): 0.48

Which of them is least stable? Easy: arrangement ii.

Arrangement i

A gas-phase ion, C5H11OS (charge -1). Source: the Open Molecules 2025 dataset; level of theory: the ωB97M-V functional and the def2-TZVPD basis.

Calculated values
M: 119.2 g/mol
HOMO level: -2.43 eV
SMILES: CSCCCC[O-]
Charge: -1
HOMO-LUMO gap: 5.539 eV

Geometry (Å):
C: -2.426 -0.472 0.323
S: -2.183 1.133 -0.548
C: -0.414 1.515 -0.406
C: 0.543 0.717 0.528
C: 0.999 -0.703 0.372
C: 1.869 -0.912 -0.904
O: 3.124 -0.481 -0.643
H: -3.491 -0.346 0.771
H: -2.433 -1.387 -0.272
H: -1.872 -0.491 1.279
H: -0.457 2.485 0.111
H: 0.157 1.797 -1.265
H: 1.492 1.219 0.288
H: 0.425 0.883 1.639
H: 0.112 -1.457 0.369
H: 1.577 -1.071 1.220
H: 1.174 -0.357 -1.704
H: 1.805 -2.073 -1.158

Here are the natural (NBO) charges for atoms 1 to 8, given in e: atom 1 (C): -0.74, atom 2 (S): 0.14, atom 3 (C): -0.54, atom 4 (C): -0.44, atom 5 (C): -0.43, atom 6 (C): 0.00, atom 7 (O): -0.95, atom 8 (H): 0.20

Arrangement ii

A gas-phase ion, C5H11OS (charge -1). Source: the Open Molecules 2025 dataset; level of theory: the ωB97M-V functional and the def2-TZVPD basis.

Calculated values
M: 119.2 g/mol
HOMO level: -2.12 eV
SMILES: CSCCCC[O-]
Charge: -1
HOMO-LUMO gap: 5.262 eV

Geometry (Å):
C: -0.021 -0.230 -3.064
S: -1.273 -0.173 -1.690
C: -0.671 -1.263 -0.347
C: 0.359 -0.648 0.701
C: -0.379 0.487 1.487
C: 0.732 1.408 2.221
O: 1.934 0.868 2.281
H: -0.074 -1.048 -3.754
H: -0.387 0.747 -3.532
H: 1.003 -0.135 -2.662
H: -0.271 -2.122 -0.869
H: -1.543 -1.621 0.204
H: 0.860 -1.444 1.223
H: 0.961 -0.072 0.005
H: -1.052 -0.095 2.152
H: -1.045 1.025 0.763
H: 0.142 1.863 3.129
H: 0.726 2.451 1.752

Here are the natural (NBO) charges for atoms 1 to 8, given in e: atom 1 (C): -0.73, atom 2 (S): 0.13, atom 3 (C): -0.52, atom 4 (C): -0.39, atom 5 (C): -0.44, atom 6 (C): 0.01, atom 7 (O): -0.93, atom 8 (H): 0.20

Which of them is least stable? Easy: arrangement i.